A 12-piece molecular cluster, C53H75F6N3O28S2 overall. Source: OMol25; level of theory: ωB97M-V/def2-TZVPD.

Bonds (Å) are listed after each position.
Atoms and positions in Å:
1 O -1.764 -1.945 -2.639  H2 1.052, H3 0.982, H4 1.012
2 H -2.749 -2.285 -2.502  O1 1.052
3 H -1.197 -2.666 -2.989  O1 0.982
4 H -1.367 -1.415 -1.874  O1 1.012
5 C -0.205 -2.759 1.217  F6 1.334, F7 1.338, F8 1.343, S9 1.884
6 F 1.078 -2.493 1.467  C5 1.334
7 F -0.319 -3.768 0.346  C5 1.338
8 F -0.721 -3.210 2.372  C5 1.343
9 S -1.103 -1.197 0.667  C5 1.884, O10 1.440, O11 1.435, N12 1.680, S13 2.603
10 O -2.432 -1.696 0.424  S9 1.440
11 O -1.007 -0.305 1.787  S9 1.435
12 N -0.374 -0.749 -0.779  S9 1.680, S13 1.602
13 S 0.477 0.561 -0.423  S9 2.603, N12 1.602, O14 1.450, O15 1.444, C16 1.902
14 O -0.469 1.639 -0.212  S13 1.450
15 O 1.556 0.462 0.532  S13 1.444
16 C 1.472 0.961 -1.993  S13 1.902, F17 1.329, F18 1.327, F19 1.310
17 F 2.645 0.359 -1.828  C16 1.329
18 F 0.991 0.473 -3.130  C16 1.327
19 F 1.664 2.256 -2.026  C16 1.310
20 C -6.730 3.998 3.945  O21 1.401, H29 1.099, H30 1.090, H31 1.100
21 O -6.390 4.097 5.300  C20 1.401, C22 1.411
22 C -5.049 4.483 5.511  O21 1.411, C23 1.533, H32 1.104, H33 1.099
23 C -4.675 4.295 6.986  C22 1.533, N24 1.484, H34 1.090, H35 1.085
24 N -3.939 3.017 7.147  C23 1.484, C25 1.457, H36 1.014
25 C -2.549 3.054 6.714  N24 1.457, C26 1.517, H37 1.092, H38 1.103
26 C -2.023 1.649 6.495  C25 1.517, O27 1.430, H39 1.091, H40 1.097
27 O -2.765 1.019 5.447  C26 1.430, C28 1.416
28 C -2.456 1.462 4.138  O27 1.416, H41 1.091, H42 1.090, H43 1.097
29 H -7.175 4.947 3.613  C20 1.099
30 H -7.368 3.168 3.641  C20 1.090
31 H -5.834 3.889 3.318  C20 1.100
32 H -4.848 5.500 5.133  C22 1.104
33 H -4.412 3.907 4.826  C22 1.099
34 H -5.603 4.040 7.499  C23 1.090
35 H -4.114 5.096 7.455  C23 1.085
36 H -4.395 2.310 6.580  N24 1.014
37 H -1.900 3.649 7.359  C25 1.092
38 H -2.511 3.552 5.731  C25 1.103
39 H -2.209 1.022 7.368  C26 1.091
40 H -0.979 1.542 6.177  C26 1.097
41 H -2.810 2.459 3.874  C28 1.091
42 H -2.886 0.784 3.401  C28 1.090
43 H -1.375 1.284 4.071  C28 1.097
44 C -3.567 0.542 -4.427  O45 1.411, H53 1.096, H54 1.096, H55 1.088
45 O -3.937 -0.787 -4.135  C44 1.411, C46 1.394
46 C -5.125 -1.023 -3.446  O45 1.394, C47 1.513, H56 1.099, H57 1.097
47 C -5.224 -2.489 -3.084  C46 1.513, N48 1.470, H58 1.096, H59 1.094
48 N -4.176 -2.892 -2.135  C47 1.470, C49 1.455, H60 1.020
49 C -3.979 -4.313 -1.893  N48 1.455, C50 1.541, H61 1.092, H62 1.091
50 C -5.217 -5.007 -1.292  C49 1.541, O51 1.406, H63 1.098, H64 1.094
51 O -5.862 -4.253 -0.295  C50 1.406, C52 1.391
52 C -7.036 -4.843 0.161  O51 1.391, H65 1.104, H66 1.095, H67 1.092
53 H -3.890 1.286 -3.690  C44 1.096
54 H -4.059 0.789 -5.375  C44 1.096
55 H -2.487 0.624 -4.528  C44 1.088
56 H -5.951 -0.846 -4.148  C46 1.099
57 H -5.216 -0.439 -2.521  C46 1.097
58 H -5.033 -3.148 -3.938  C47 1.096
59 H -6.206 -2.747 -2.677  C47 1.094
60 H -4.348 -2.440 -1.237  N48 1.020
61 H -3.213 -4.422 -1.121  C49 1.092
62 H -3.613 -4.775 -2.811  C49 1.091
63 H -4.788 -5.919 -0.856  C50 1.098
64 H -5.918 -5.359 -2.055  C50 1.094
65 H -7.968 -4.687 -0.410  C52 1.104
66 H -7.358 -4.276 1.042  C52 1.095
67 H -6.988 -5.915 0.365  C52 1.092
68 C -5.168 5.332 -0.975  C69 1.381, C73 1.396, H76 1.082
69 C -3.831 5.114 -1.241  C68 1.381, C70 1.382, H77 1.081
70 C -3.256 3.939 -0.794  C69 1.382, C71 1.394, O75 1.377
71 C -3.905 3.019 0.029  C70 1.394, C72 1.400, H78 1.080
72 C -5.194 3.371 0.446  C71 1.400, C73 1.391, H79 1.085
73 C -5.837 4.479 -0.096  C68 1.396, C72 1.391, O74 1.371
74 O -7.136 4.773 0.227  C73 1.371, H80 0.959
75 O -1.926 3.688 -1.046  C70 1.377, H81 0.969
76 H -5.731 6.178 -1.345  C68 1.082
77 H -3.235 5.913 -1.660  C69 1.081
78 H -3.468 2.108 0.410  C71 1.080
79 H -5.706 2.676 1.102  C72 1.085
80 H -7.374 4.592 1.138  O74 0.959
81 H -1.499 3.141 -0.369  O75 0.969
82 C 1.681 -3.215 -2.203  C83 1.388, C87 1.383, H90 1.082
83 C 3.054 -3.158 -2.015  C82 1.388, C84 1.396, H91 1.081
84 C 3.821 -4.284 -2.320  C83 1.396, C85 1.397, O89 1.368
85 C 3.193 -5.470 -2.711  C84 1.397, C86 1.387, H92 1.084
86 C 1.843 -5.446 -3.030  C85 1.387, C87 1.386, H93 1.085
87 C 1.091 -4.300 -2.826  C82 1.383, C86 1.386, O88 1.383
88 O -0.261 -4.309 -3.119  C87 1.383, H94 0.961
89 O 5.155 -4.308 -2.023  C84 1.368, H95 0.963
90 H 1.121 -2.313 -1.994  C82 1.082
91 H 3.549 -2.236 -1.743  C83 1.081
92 H 3.807 -6.323 -2.977  C85 1.084
93 H 1.338 -6.343 -3.374  C86 1.085
94 H -0.505 -5.093 -3.619  O88 0.961
95 H 5.519 -5.152 -2.307  O89 0.963
96 C 1.987 -1.626 5.368  C97 1.379, C101 1.383, H104 1.085
97 C 1.525 -2.898 5.105  C96 1.379, C98 1.391, H105 1.082
98 C 2.276 -3.996 5.514  C97 1.391, C99 1.390, O103 1.386
99 C 3.475 -3.846 6.201  C98 1.390, C100 1.391, H106 1.080
100 C 3.875 -2.547 6.495  C99 1.391, C101 1.395, H107 1.084
101 C 3.159 -1.426 6.074  C96 1.383, C100 1.395, O102 1.351
102 O 3.684 -0.203 6.306  C101 1.351, H108 0.954
103 O 1.852 -5.284 5.225  C98 1.386, H109 0.963
104 H 1.455 -0.807 4.893  C96 1.085
105 H 0.796 -3.127 4.339  C97 1.082
106 H 3.968 -4.723 6.594  C99 1.080
107 H 4.812 -2.338 6.999  C100 1.084
108 H 4.607 0.038 6.326  O102 0.954
109 H 1.490 -5.283 4.333  O103 0.963
110 C 5.381 -1.102 -6.832  C111 1.382, C115 1.391, H118 1.083
111 C 4.765 0.080 -6.468  C110 1.382, C112 1.376, H119 1.084
112 C 4.685 0.476 -5.152  C111 1.376, C113 1.396, O117 1.383
113 C 5.207 -0.371 -4.173  C112 1.396, C114 1.398, H120 1.084
114 C 5.711 -1.630 -4.510  C113 1.398, C115 1.399, H121 1.083
115 C 5.862 -1.972 -5.859  C110 1.391, C114 1.399, O116 1.363
116 O 6.353 -3.185 -6.240  C115 1.363, H122 0.960
117 O 4.140 1.713 -4.861  C112 1.383, H123 0.967
118 H 5.509 -1.470 -7.842  C110 1.083
119 H 4.227 0.603 -7.249  C111 1.084
120 H 5.265 -0.122 -3.119  C113 1.084
121 H 6.001 -2.323 -3.729  C114 1.083
122 H 6.888 -3.591 -5.554  O116 0.960
123 H 4.069 1.715 -3.896  O117 0.967
124 C 4.184 4.206 -2.270  C125 1.400, C129 1.390, H132 1.080
125 C 4.267 5.603 -2.272  C124 1.400, C126 1.397, H133 1.082
126 C 4.764 6.305 -1.171  C125 1.397, C127 1.378, O131 1.389
127 C 5.224 5.611 -0.073  C126 1.378, C128 1.374, H134 1.085
128 C 5.174 4.238 -0.059  C127 1.374, C129 1.394, H135 1.083
129 C 4.693 3.537 -1.164  C124 1.390, C128 1.394, O130 1.379
130 O 4.425 2.200 -0.963  C129 1.379, H136 0.957
131 O 4.571 7.680 -1.185  C126 1.389, H137 0.961
132 H 3.840 3.502 -3.014  C124 1.080
133 H 3.836 6.150 -3.101  C125 1.082
134 H 5.368 6.203 0.825  C127 1.085
135 H 5.452 3.637 0.797  C128 1.083
136 H 4.351 1.907 -0.055  O130 0.957
137 H 3.622 7.834 -1.201  O131 0.961
138 C 2.205 2.279 2.560  C139 1.526, O143 1.430, H144 1.083, H145 1.091
139 C 2.265 2.099 4.074  C138 1.526, O140 1.435, H146 1.087, H147 1.095
140 O 3.178 3.139 4.456  C139 1.435, C141 1.329
141 C 3.397 3.987 3.457  O140 1.329, O142 1.193, O143 1.354
142 O 4.086 4.961 3.468  C141 1.193
143 O 2.718 3.597 2.352  C138 1.430, C141 1.354
144 H 1.202 2.257 2.152  C138 1.083
145 H 2.982 1.660 2.108  C138 1.091
146 H 2.481 1.077 4.374  C139 1.087
147 H 1.351 2.354 4.620  C139 1.095
148 C 1.371 2.321 -7.191  C149 1.517, O153 1.430, H154 1.087, H155 1.087
149 C 1.058 1.022 -6.472  C148 1.517, O150 1.428, H156 1.087, H157 1.089
150 O -0.371 1.020 -6.481  C149 1.428, C151 1.375
151 C -0.852 1.845 -7.471  O150 1.375, O152 1.183, O153 1.325
152 O -1.953 1.853 -7.901  C151 1.183
153 O 0.164 2.569 -7.917  C148 1.430, C151 1.325
154 H 2.119 2.161 -7.963  C148 1.087
155 H 1.500 3.183 -6.541  C148 1.087
156 H 1.401 1.128 -5.446  C149 1.087
157 H 1.491 0.147 -6.955  C149 1.089
158 C 4.048 -3.980 2.019  C159 1.551, O163 1.430, H164 1.089, H165 1.094
159 C 3.554 -5.316 1.403  C158 1.551, O160 1.434, H166 1.089, H167 1.088
160 O 3.605 -6.204 2.528  C159 1.434, C161 1.328
161 C 4.413 -5.695 3.451  O160 1.328, O162 1.192, O163 1.356
162 O 4.913 -6.304 4.345  C161 1.192
163 O 4.753 -4.410 3.186  C158 1.430, C161 1.356
164 H 3.279 -3.219 2.135  C158 1.089
165 H 4.847 -3.515 1.434  C158 1.094
166 H 4.251 -5.746 0.685  C159 1.089
167 H 2.585 -5.113 0.951  C159 1.088

M, g/mol: 1380.30
Net charge: 0
Frontier orbital gap, eV: 7.508
F_max, eV Å⁻¹: 2.9
Energy, a.u.: -5730.89681

Atomic partial charges in e from the Mulliken method, atoms 1 to 5: O 0.319; H 0.526; H 0.405; H 0.476; C 0.366